[1]
The following is a DFT calculation (ωB97M-V with the def2-TZVPD basis set) of C4H7NO in the gas phase.

Computed properties:
- HOMO level (eV) = -9.727
- structure (SMILES) = C[C@H]1CC(=O)N1
- maximum force (eV/A) = 0.547
- energy above the lowest of the compared OMol25 structures with the same formula, charge and spin (kJ/mol) = 69.2

Bonds (Å) are listed after each position.
Element x y z (Å)
1 H -0.154 -0.144 1.942  C5 1.095
2 O -2.124 0.965 -1.689  C10 1.206
3 C 0.573 -0.075 -0.086  H4 1.095, C5 1.519, N7 1.467, C8 1.552
4 H 1.495 -0.267 -0.644  C3 1.095
5 C 0.804 -0.166 1.412  H1 1.095, C3 1.519, H9 1.095, H12 1.095
6 H -0.443 -1.496 -1.514  C8 1.094
7 N -0.087 1.163 -0.516  C3 1.467, C10 1.372, H13 1.010
8 C -0.648 -0.841 -0.663  C3 1.552, H6 1.094, C10 1.538, H11 1.093
9 H 1.339 -1.084 1.682  C5 1.095
10 C -1.171 0.543 -1.083  O2 1.206, N7 1.372, C8 1.538
11 H -1.261 -1.372 0.069  C8 1.093
12 H 1.399 0.683 1.763  C5 1.095
13 H 0.277 2.092 -0.673  N7 1.010

For reference, the natural (NBO) charges in units of e are: number 1, H, carries 0.2120; number 2, O, carries -0.5858; number 3, C, carries -0.0331; number 4, H, carries 0.1849; number 5, C, carries -0.6182; number 6, H, carries 0.2332; number 7, N, carries -0.6307; number 8, C, carries -0.5116; number 9, H, carries 0.2155; number 10, C, carries 0.6887; number 11, H, carries 0.2277; number 12, H, carries 0.2137; number 13, H, carries 0.4037

***

[2]
The following is a DFT calculation (ωB97M-V with the def2-TZVPD basis set) of C4H7NO in the gas phase.

Computed properties:
- HOMO level (eV) = -7.027
- maximum force (eV/A) = 1.702
- energy above the lowest of the compared OMol25 structures with the same formula, charge and spin (kJ/mol) = 540.8

Bonds (Å) are listed after each position.
Element x y z (Å)
1 N 0.583 0.565 -0.658  H2 1.042, C5 1.581, C9 1.552, C13 1.477
2 H 0.687 1.220 -1.462  N1 1.042
3 H 1.853 -0.896 0.583  C5 1.112
4 H -1.787 -0.988 -0.701  C12 1.103
5 C 1.093 -0.869 -0.229  N1 1.581, H3 1.112, O7 1.395, H8 1.083
6 H -1.386 1.493 -0.252  C13 1.093
7 O -0.042 -1.506 0.274  C5 1.395, C12 1.417
8 H 1.480 -1.341 -1.124  C5 1.083
9 C 0.554 1.039 0.820  N1 1.552, H11 1.081, C13 1.473
10 H -1.803 -0.849 1.086  C12 1.092
11 H 0.800 2.091 0.855  C9 1.081
12 C -1.202 -0.696 0.187  H4 1.103, O7 1.417, H10 1.092, C13 1.517
13 C -0.684 0.726 0.085  N1 1.477, H6 1.093, C9 1.473, C12 1.517

For reference, the natural (NBO) charges in units of e are: number 1, N, carries -0.4846; number 2, H, carries 0.4270; number 3, H, carries 0.2239; number 4, H, carries 0.1663; number 5, C, carries 0.1469; number 6, H, carries 0.2040; number 7, O, carries -0.5187; number 8, H, carries 0.1496; number 9, C, carries -0.4537; number 10, H, carries 0.2011; number 11, H, carries 0.1526; number 12, C, carries -0.0752; number 13, C, carries -0.1391

***

[3]
The following is a DFT calculation (ωB97M-V with the def2-TZVPD basis set) of 2 unconnected molecules or ions with the total composition C4H7NO.

Computed properties:
- HOMO level (spin up / spin down) (eV) = -7.874 / -7.960
- maximum force (eV/A) = 5.333
- energy above the lowest of the compared OMol25 structures with the same formula, charge and spin (kJ/mol) = 411.7

Bonds (Å) are listed after each position.
Element x y z (Å)
1 N -1.106 0.870 -0.676  C7 1.240
2 H -2.648 -1.059 -1.896  C4 1.109
3 O -3.715 -0.455 -0.260  C4 1.132
4 C -2.809 -0.530 -0.935  H2 1.109, O3 1.132
5 H 1.886 0.690 0.465  C8 1.054
6 H 0.798 1.847 1.419  C8 1.127
7 C -0.250 0.429 0.104  N1 1.240, C8 1.595, C9 1.469
8 C 1.033 1.309 0.457  H5 1.054, H6 1.127, C7 1.595, H13 1.062
9 C -0.245 -0.942 0.632  C7 1.469, H10 1.049, H11 1.092, H12 1.186
10 H -1.148 -1.469 0.550  C9 1.049
11 H 0.179 -0.891 1.637  C9 1.092
12 H 0.569 -1.606 0.080  C9 1.186
13 H 1.134 2.113 -0.230  C8 1.062

For reference, the natural (NBO) charges in units of e are: number 1, N, carries -0.4749; number 2, H, carries 0.1500; number 3, O, carries -0.4474; number 4, C, carries 0.5557; number 5, H, carries 0.2113; number 6, H, carries 0.2236; number 7, C, carries 0.2142; number 8, C, carries -0.6561; number 9, C, carries -0.6610; number 10, H, carries 0.2130; number 11, H, carries 0.2224; number 12, H, carries 0.2195; number 13, H, carries 0.2297

***

[4]
The following is a DFT calculation (ωB97M-V with the def2-TZVPD basis set) of 2 unconnected molecules or ions with the total composition C4H7NO.

Computed properties:
- HOMO level (eV) = -9.656
- structure (SMILES) = C1=NC1.CC=O
- maximum force (eV/A) = 0.769
- energy above the lowest of the compared OMol25 structures with the same formula, charge and spin (kJ/mol) = 367.3

Bonds (Å) are listed after each position.
Element x y z (Å)
1 H 0.361 -1.389 1.094  C9 1.099
2 H 1.097 0.118 1.720  C9 1.098
3 C -0.938 0.401 0.844  C9 1.514, H11 1.106, O12 1.212
4 H 0.170 -0.098 -2.924  C8 1.082
5 H 1.994 0.130 -0.522  C10 1.083
6 H -0.355 -0.552 2.479  C9 1.089
7 N 0.145 1.148 -1.123  C8 1.523, C10 1.254
8 C -0.032 -0.171 -1.864  H4 1.082, N7 1.523, C10 1.441, H13 1.097
9 C 0.150 -0.401 1.526  H1 1.099, H2 1.098, C3 1.514, H6 1.089
10 C 1.026 0.266 -0.987  H5 1.083, N7 1.254, C8 1.441
11 H -0.864 1.498 0.957  C3 1.106
12 O -1.912 -0.114 0.338  C3 1.212
13 H -0.842 -0.836 -1.538  C8 1.097

For reference, the natural (NBO) charges in units of e are: number 1, H, carries 0.2316; number 2, H, carries 0.2184; number 3, C, carries 0.4273; number 4, H, carries 0.1851; number 5, H, carries 0.2134; number 6, H, carries 0.2474; number 7, N, carries -0.3144; number 8, C, carries -0.3228; number 9, C, carries -0.7386; number 10, C, carries 0.0612; number 11, H, carries 0.1395; number 12, O, carries -0.5640; number 13, H, carries 0.2158

***

[5]
The following is a DFT calculation (ωB97M-V with the def2-TZVPD basis set) of 2 unconnected molecules or ions with the total composition C4H7NO.

Computed properties:
- HOMO level (spin up / spin down) (eV) = -8.130 / -7.960
- maximum force (eV/A) = 4.877
- energy above the lowest of the compared OMol25 structures with the same formula, charge and spin (kJ/mol) = 492.9

Bonds (Å) are listed after each position.
Element x y z (Å)
1 H 0.306 0.842 -2.225  C4 1.115
2 C 0.163 -0.711 2.045  O3 1.179, N10 1.302
3 O -0.516 -1.656 2.234  C2 1.179
4 C 0.600 0.624 -1.171  H1 1.115, H6 1.110, C13 1.319
5 H -2.085 -0.773 0.277  C11 1.136
6 H 1.660 0.870 -0.952  C4 1.110
7 H -1.645 -0.701 -1.517  C11 1.091
8 H 1.662 -0.468 3.519  N10 1.063
9 H 1.744 0.667 2.518  N10 0.999
10 N 1.131 -0.107 2.672  C2 1.302, H8 1.063, H9 0.999
11 C -1.606 -0.175 -0.562  H5 1.136, H7 1.091, H12 1.235, C13 1.435
12 H -2.412 0.759 -0.619  C11 1.235
13 C -0.298 0.327 -0.252  C4 1.319, C11 1.435

For reference, the natural (NBO) charges in units of e are: number 1, H, carries 0.1956; number 2, C, carries 0.7535; number 3, O, carries -0.5366; number 4, C, carries -0.5223; number 5, H, carries 0.2462; number 6, H, carries 0.2022; number 7, H, carries 0.2210; number 8, H, carries 0.3884; number 9, H, carries 0.4261; number 10, N, carries -0.8567; number 11, C, carries -0.7255; number 12, H, carries 0.2114; number 13, C, carries -0.0033

***

[6]
The following is a DFT calculation (ωB97M-V with the def2-TZVPD basis set) of 2 unconnected molecules or ions with the total composition C4H7NO.

Computed properties:
- HOMO level (eV) = -8.068
- maximum force (eV/A) = 5.717
- energy above the lowest of the compared OMol25 structures with the same formula, charge and spin (kJ/mol) = 379.4

Bonds (Å) are listed after each position.
Element x y z (Å)
1 C -0.259 0.116 -0.133  C3 1.313, C10 1.447
2 H -0.239 2.213 -0.485  C10 1.074
3 C -0.959 -0.801 -0.760  C1 1.313, H4 1.125, H6 1.049
4 H -0.571 -1.649 -1.389  C3 1.125
5 H -0.502 1.778 1.110  C10 1.011
6 H -2.001 -0.897 -0.680  C3 1.049
7 N 2.229 -1.018 0.369  C8 1.316, H11 0.987, H13 1.007
8 C 1.985 0.137 -0.214  N7 1.316, O9 1.219
9 O 2.493 1.229 -0.402  C8 1.219
10 C -0.671 1.472 0.161  C1 1.447, H2 1.074, H5 1.011, H12 1.044
11 H 1.583 -1.749 0.221  N7 0.987
12 H -1.712 1.499 0.090  C10 1.044
13 H 3.173 -1.125 0.705  N7 1.007

For reference, the natural (NBO) charges in units of e are: number 1, C, carries -0.0208; number 2, H, carries 0.2403; number 3, C, carries -0.4919; number 4, H, carries 0.1971; number 5, H, carries 0.2149; number 6, H, carries 0.1874; number 7, N, carries -0.8247; number 8, C, carries 0.7414; number 9, O, carries -0.5777; number 10, C, carries -0.6905; number 11, H, carries 0.4259; number 12, H, carries 0.2035; number 13, H, carries 0.3951

***

[7]
The following is a DFT calculation (ωB97M-V with the def2-TZVPD basis set) of C4H7NO in the gas phase.

Computed properties:
- HOMO level (eV) = -7.887
- maximum force (eV/A) = 1.313
- energy above the lowest of the compared OMol25 structures with the same formula, charge and spin (kJ/mol) = 358.7

Bonds (Å) are listed after each position.
Element x y z (Å)
1 H 0.443 1.524 0.170  C3 1.086
2 H 2.142 -1.659 -0.371  C7 1.078
3 C 0.257 0.763 0.922  H1 1.086, C4 1.508, O5 1.425, H8 1.084
4 C -1.184 0.327 0.836  C3 1.508, H9 1.086, H10 1.096, H11 1.090
5 O 1.208 -0.292 0.809  C3 1.425, C7 1.348
6 C 0.062 -0.181 -2.367  H12 1.104, N13 1.263
7 C 1.370 -0.908 -0.379  H2 1.078, O5 1.348, N13 1.245
8 H 0.478 1.176 1.899  C3 1.084
9 H -1.386 -0.026 -0.171  C4 1.086
10 H -1.858 1.174 1.008  C4 1.096
11 H -1.373 -0.447 1.580  C4 1.090
12 H -0.868 -0.753 -2.525  C6 1.104
13 N 0.707 -0.699 -1.412  C6 1.263, C7 1.245

For reference, the natural (NBO) charges in units of e are: number 1, H, carries 0.1836; number 2, H, carries 0.1842; number 3, C, carries -0.0736; number 4, C, carries -0.6394; number 5, O, carries -0.4877; number 6, C, carries -0.0542; number 7, C, carries 0.3354; number 8, H, carries 0.1943; number 9, H, carries 0.2124; number 10, H, carries 0.2226; number 11, H, carries 0.2144; number 12, H, carries 0.1349; number 13, N, carries -0.4268

***

[8]
The following is a DFT calculation (ωB97M-V with the def2-TZVPD basis set) of C4H7NO in the gas phase.

Computed properties:
- HOMO level (eV) = -11.482
- structure (SMILES) = CC[C@@H](O)C#N
- maximum force (eV/A) = 1.132
- energy above the lowest of the compared OMol25 structures with the same formula, charge and spin (kJ/mol) = 110.9

Bonds (Å) are listed after each position.
Element x y z (Å)
1 H -0.979 -1.725 0.064  C7 1.095
2 H -0.725 -1.687 1.818  C7 1.093
3 C 0.422 -0.197 0.718  H6 1.095, C7 1.524, C10 1.526, H11 1.096
4 N 0.100 -0.629 -2.752  C5 1.157
5 C 0.184 -0.043 -1.758  N4 1.157, C10 1.488
6 H 0.589 0.458 1.579  C3 1.095
7 C -0.813 -1.066 0.923  H1 1.095, H2 1.093, C3 1.524, H13 1.097
8 O 1.253 1.693 -0.511  C10 1.407, H12 0.963
9 H -0.750 1.201 -0.386  C10 1.099
10 C 0.234 0.723 -0.484  C3 1.526, C5 1.488, O8 1.407, H9 1.099
11 H 1.329 -0.800 0.592  C3 1.096
12 H 0.860 2.507 -0.842  O8 0.963
13 H -1.704 -0.435 1.039  C7 1.097

For reference, the natural (NBO) charges in units of e are: number 1, H, carries 0.2188; number 2, H, carries 0.2224; number 3, C, carries -0.4011; number 4, N, carries -0.3125; number 5, C, carries 0.2478; number 6, H, carries 0.2193; number 7, C, carries -0.6154; number 8, O, carries -0.6853; number 9, H, carries 0.1980; number 10, C, carries 0.0086; number 11, H, carries 0.2186; number 12, H, carries 0.4784; number 13, H, carries 0.2024